1.
Density functional theory data (wB97M-V/def2-TZVPD) for C35H48BClN14O5Si2Y as an isolated structure.

The geometry in XYZ format:
```
107
Properties=species:S:1:pos:R:3:lowdin_charge:R:1
Y -0.342 0.812 0.856 1.606
C 1.590 -3.234 0.024 -0.047
C 0.877 -2.119 -0.412 -0.167
N 1.147 -1.060 0.346 -0.032
N 2.048 -1.464 1.267 0.029
C 2.314 -2.766 1.104 -0.057
B 2.593 -0.497 2.363 -0.646
N 1.527 -0.260 3.449 0.030
C 1.458 -0.611 4.744 -0.058
C 0.322 -0.048 5.286 -0.039
C -0.261 0.647 4.226 -0.167
N 0.458 0.502 3.121 -0.052
N 2.922 0.867 1.703 0.020
C 4.075 1.550 1.810 -0.052
C 3.941 2.740 1.132 -0.035
C 2.639 2.705 0.634 -0.132
N 2.027 1.578 0.978 -0.024
N 3.902 -1.090 2.879 -0.026
C 4.930 -1.485 2.084 -0.117
C 6.011 -1.752 2.884 -0.064
C 5.548 -1.474 4.183 -0.156
N 4.292 -1.070 4.173 0.073
H 1.590 -4.226 -0.389 0.104
H 0.179 -2.030 -1.228 0.076
H 2.998 -3.277 1.758 0.129
H 2.246 -1.182 5.195 0.101
H -0.013 -0.103 6.305 0.093
H -1.137 1.275 4.218 0.061
H 4.904 1.154 2.370 0.122
H 4.670 3.523 1.026 0.096
H 2.128 3.460 0.063 0.101
H 4.819 -1.527 1.014 0.125
H 6.985 -2.092 2.581 0.089
H 6.075 -1.553 5.119 0.099
C 2.492 -2.206 -3.432 -0.159
Si 2.226 -0.352 -3.303 0.481
C 3.278 0.383 -1.943 -0.155
C 2.783 0.411 -4.930 -0.167
C 0.406 0.083 -3.051 -0.184
C 0.205 1.493 -2.670 -0.367
C 0.227 2.444 -3.698 -0.037
C 0.145 3.789 -3.407 -0.032
C 0.042 4.175 -2.080 -0.035
C -0.011 3.186 -1.124 -0.173
N 0.061 1.868 -1.388 0.040
Si -1.016 -0.795 -3.925 0.483
C -2.601 0.180 -3.778 -0.148
C -1.264 -2.534 -3.270 -0.163
C -0.536 -0.959 -5.740 -0.176
H 3.411 -2.397 -3.988 0.036
H 1.680 -2.707 -3.959 0.012
H 2.592 -2.667 -2.450 0.011
H 4.269 -0.078 -1.949 0.040
H 2.838 0.233 -0.959 -0.004
H 3.411 1.457 -2.084 0.040
H 3.826 0.138 -5.106 0.036
H 2.728 1.499 -4.909 0.027
H 2.197 0.052 -5.776 0.019
H 0.317 2.100 -4.719 0.112
H 0.165 4.523 -4.203 0.113
H -0.029 5.208 -1.774 0.117
H -0.127 3.486 -0.089 0.063
H -3.155 -0.139 -2.894 0.011
H -3.222 0.011 -4.659 0.036
H -2.430 1.252 -3.681 0.025
H -1.438 -2.555 -2.196 -0.002
H -0.421 -3.187 -3.497 0.025
H -2.154 -2.960 -3.741 0.045
H -0.358 0.009 -6.209 0.029
H -1.348 -1.447 -6.283 0.034
H 0.362 -1.566 -5.866 0.022
Cl -1.598 3.968 4.771 0.574
C -2.042 4.378 3.086 -0.472
C -0.934 4.000 2.099 -0.712
O -0.414 4.894 1.440 0.023
O -0.671 2.754 2.028 -0.207
H -2.228 5.446 3.046 0.071
H -2.946 3.816 2.857 0.060
C -1.122 -4.542 2.316 -0.015
N -1.781 -3.568 1.465 -0.051
C -2.767 -3.923 0.592 -0.062
C -3.393 -3.009 -0.159 -0.006
C -2.984 -1.608 -0.080 -0.510
O -3.583 -0.744 -0.726 -0.005
N -1.910 -1.301 0.725 0.087
C -1.389 -2.236 1.567 -0.550
O -0.568 -1.930 2.430 0.017
H -1.733 -5.442 2.355 0.087
H -1.006 -4.130 3.315 0.093
H -0.131 -4.786 1.930 0.084
H -3.013 -4.977 0.563 0.126
H -4.183 -3.276 -0.843 0.108
C -6.131 0.911 1.784 -0.026
N -4.922 1.446 1.207 -0.084
C -4.842 2.059 -0.100 -0.032
C -3.337 2.106 -0.320 -0.453
O -2.802 2.598 -1.282 0.084
N -2.710 1.487 0.749 0.066
C -3.675 1.089 1.566 -0.424
N -3.459 0.417 2.709 0.241
H -6.981 1.426 1.344 0.095
H -6.159 1.090 2.860 0.091
H -6.236 -0.160 1.585 0.099
H -5.273 3.061 -0.117 0.139
H -5.298 1.441 -0.876 0.140
H -2.560 -0.028 2.832 0.079
H -4.233 -0.055 3.143 0.107
```

Output
Total charge   0
Largest force on an atom   0.0135 hartree/bohr
E_tot   -3608.110095 Eh
ΔE to the lowest compared entry with this formula, charge and spin   82.2 kJ/mol
Multiplicity   2
HOMO energy (spin up / spin down)   -8.54 / -8.67 eV



2.
Density functional theory data (wB97M-V/def2-TZVPD) for C40H39ClLuN4O2S4Te as an isolated structure at a distorted geometry.

The geometry in XYZ format:
```
92
Properties=species:S:1:pos:R:3:lowdin_charge:R:1
Lu -0.202 0.199 -1.074 1.442
C -1.200 -3.613 1.346 -0.058
N -1.102 -2.986 0.009 -0.178
C 0.044 -3.448 -0.784 -0.166
C 1.364 -3.043 -0.085 -0.136
N 1.928 -1.723 -0.497 -0.114
C 2.100 -0.887 0.717 -0.164
C 2.869 -1.661 -1.538 -0.266
C 3.602 -2.756 -1.934 -0.064
C 4.249 -2.802 -3.134 -0.132
C 4.144 -1.767 -4.023 -0.118
C 3.470 -0.600 -3.641 -0.128
C 2.895 -0.455 -2.354 -0.629
S 2.344 1.139 -1.833 0.514
C -2.361 -3.097 -0.638 -0.315
C -2.763 -4.205 -1.343 -0.053
C -3.961 -4.242 -2.089 -0.107
C -4.698 -3.064 -2.210 -0.114
C -4.355 -1.956 -1.462 -0.139
C -3.161 -1.888 -0.721 -0.635
S -2.696 -0.385 -0.006 0.438
H -1.213 -4.726 1.353 0.096
H -2.110 -3.277 1.793 0.084
H -0.433 -3.286 2.026 0.061
H -0.074 -3.057 -1.821 0.122
H 0.128 -4.580 -0.873 0.121
H 2.070 -3.848 -0.263 0.090
H 1.198 -2.995 1.019 0.107
H 2.429 -1.433 1.610 0.122
H 0.571 0.049 1.821 0.103
H 2.880 -0.104 0.563 0.105
H 3.641 -3.636 -1.277 0.107
H 4.816 -3.697 -3.392 0.100
H 4.623 -1.808 -4.985 0.091
H 3.446 0.252 -4.386 0.112
H -2.154 -5.155 -1.343 0.119
H -4.389 -5.127 -2.519 0.080
H -5.529 -3.055 -2.898 0.093
H -5.014 -1.126 -1.358 0.082
Cl -5.022 -1.138 -6.605 0.662
C -3.704 -0.842 -5.580 -0.709
C -2.641 -1.825 -5.632 -0.087
C -1.590 -1.717 -4.769 -0.023
C -1.463 -0.659 -3.869 -0.294
O -0.603 -0.807 -2.865 -0.272
C -2.429 0.442 -3.896 -0.135
C -2.249 1.658 -3.227 -0.081
N -1.287 1.871 -2.354 -0.020
C -0.865 3.171 -2.118 -0.223
C -0.975 4.198 -3.049 -0.034
C -0.442 5.444 -2.808 -0.099
C 0.338 5.748 -1.690 -0.024
C 0.364 4.765 -0.628 -0.147
C 0.994 5.053 0.607 0.018
C 1.048 3.974 1.498 -0.042
C 0.373 2.785 1.271 -0.195
N -0.152 2.459 0.099 0.035
C -0.177 3.458 -0.892 -0.142
C -3.562 0.316 -4.787 -0.033
H -2.843 -2.627 -6.343 0.097
H -0.804 -2.477 -4.695 0.127
H -3.001 2.445 -3.488 0.146
H -1.589 4.048 -3.934 0.107
H -0.564 6.257 -3.558 0.111
H 0.867 6.705 -1.573 0.110
H 1.322 6.068 0.835 0.119
H 1.482 4.061 2.525 0.116
H 0.239 2.115 2.094 0.021
H -4.354 1.107 -4.703 0.126
O 0.734 -0.243 0.885 -0.269
S 1.352 -0.050 5.929 0.826
C 3.031 0.201 5.318 -0.520
C 3.953 -0.835 5.878 -0.269
C 3.263 -1.854 6.833 -0.227
C 1.745 -1.667 6.645 -0.496
H 3.354 1.202 5.537 0.057
H 2.951 0.113 4.205 0.063
H 4.846 -0.350 6.290 0.103
H 4.302 -1.464 4.989 0.120
H 3.519 -1.718 7.931 0.119
H 3.574 -2.849 6.474 0.098
H 1.161 -1.732 7.558 0.057
H 1.288 -2.372 5.963 0.054
Te -2.538 1.606 2.974 0.443
C -2.116 3.584 3.656 -1.056
C -0.878 3.881 4.180 -0.334
C -0.696 5.305 4.366 -0.231
C -1.842 5.997 4.038 -0.512
S -3.158 5.025 3.489 0.851
H -0.106 3.108 4.405 0.084
H 0.221 5.827 4.627 0.081
H -2.066 7.079 4.188 0.052
```

Output
Total charge   -1
Largest force on an atom   0.0635 hartree/bohr
E_tot   -5473.775796 Eh
ΔE to the lowest compared entry with this formula, charge and spin   192.2 kJ/mol
HOMO energy   -3.00 eV



3.
Density functional theory data (wB97M-V/def2-TZVPD) for a 10-piece molecular cluster, C40H107N7O13 overall at a distorted geometry.

The geometry in XYZ format:
```
167
Properties=species:S:1:pos:R:3:lowdin_charge:R:1
C -5.183 -3.683 13.932 -0.120
O -4.151 -3.362 13.052 -0.186
C -4.576 -2.802 11.830 -0.201
C -3.395 -2.238 11.026 -0.413
C -2.967 -0.839 11.419 -0.069
N -3.892 -2.077 9.631 0.022
H -5.930 -2.890 14.059 0.093
H -4.837 -3.977 14.924 0.060
H -5.629 -4.605 13.520 0.101
H -5.057 -3.603 11.256 0.124
H -5.277 -1.965 11.923 0.130
H -2.540 -2.917 11.054 0.115
H -1.968 -0.595 11.051 0.069
H -2.989 -0.547 12.472 0.054
H -3.587 -0.061 10.962 0.084
H -3.909 -2.993 9.179 0.071
H -3.100 -1.657 9.143 0.071
C 1.174 0.510 11.723 -0.096
O -0.160 0.909 11.996 -0.203
C -0.221 1.869 13.014 -0.221
C -1.611 2.477 13.075 -0.432
C -2.153 3.094 11.805 -0.049
N -1.717 3.370 14.225 0.053
H 1.704 1.355 11.276 0.090
H 1.108 -0.366 11.083 0.085
H 1.766 0.232 12.601 0.084
H -0.002 1.404 13.997 0.114
H 0.669 2.519 12.979 0.126
H -2.282 1.642 13.327 0.119
H -1.517 3.917 11.467 0.083
H -3.171 3.462 11.949 0.071
H -2.234 2.452 10.927 0.072
H -2.637 3.805 14.284 0.041
H -1.747 2.915 15.133 0.045
C -7.582 -4.094 21.069 -0.087
O -7.778 -5.347 20.416 -0.204
C -8.345 -5.210 19.125 -0.201
C -8.227 -6.594 18.464 -0.440
C -6.809 -7.088 18.298 -0.060
N -8.893 -6.555 17.142 0.025
H -7.122 -4.430 21.997 0.093
H -8.579 -3.709 21.316 0.088
H -7.014 -3.360 20.499 0.066
H -9.393 -4.901 19.234 0.125
H -7.824 -4.448 18.535 0.117
H -8.779 -7.301 19.094 0.134
H -6.204 -6.907 19.186 0.077
H -6.335 -6.587 17.452 0.070
H -6.857 -8.165 18.128 0.077
H -9.856 -6.268 17.299 0.065
H -8.972 -7.523 16.838 0.068
C 3.774 -2.788 18.937 -0.095
O 3.073 -1.823 19.730 -0.223
C 2.792 -0.660 18.917 -0.189
C 2.557 0.530 19.822 -0.431
C 1.630 0.297 20.985 -0.055
N 2.019 1.632 19.004 0.037
H 3.344 -2.992 17.955 0.090
H 3.740 -3.703 19.527 0.090
H 4.828 -2.523 18.845 0.089
H 3.648 -0.437 18.272 0.124
H 1.940 -0.977 18.306 0.120
H 3.480 0.931 20.250 0.143
H 0.844 -0.430 20.736 0.066
H 1.142 1.193 21.355 0.079
H 2.160 -0.272 21.752 0.085
H 1.225 1.303 18.467 0.026
H 2.690 1.874 18.276 0.074
C -6.915 -0.931 17.194 -0.087
O -6.518 -2.290 17.016 -0.192
C -5.435 -2.681 17.827 -0.212
C -4.175 -1.814 17.652 -0.215
N -3.867 -1.684 16.238 -0.053
C -3.385 -0.381 15.746 -0.155
C -2.107 0.044 16.445 -0.192
O -2.216 1.431 16.713 -0.205
C -1.473 1.808 17.869 -0.052
H -6.346 -0.402 16.424 0.065
H -6.895 -0.511 18.199 0.100
H -7.951 -0.851 16.856 0.090
H -5.143 -3.698 17.559 0.109
H -5.690 -2.751 18.889 0.106
H -3.382 -2.200 18.296 0.098
H -4.385 -0.839 18.125 0.113
H -4.706 -1.874 15.705 0.070
H -4.243 0.298 15.825 0.107
H -3.269 -0.528 14.668 0.098
H -1.247 -0.120 15.788 0.103
H -2.014 -0.632 17.300 0.115
H -1.565 2.887 17.975 0.082
H -0.429 1.515 17.791 0.064
H -1.968 1.315 18.707 0.068
C 5.571 -4.399 11.403 -0.123
O 4.374 -3.692 11.131 -0.186
C 3.242 -4.536 11.334 -0.229
C 1.983 -3.805 10.867 -0.205
N 0.772 -4.612 10.867 -0.059
C 0.242 -4.883 12.207 -0.205
C -0.287 -3.623 12.927 -0.208
O 0.779 -2.962 13.545 -0.203
C 0.437 -1.974 14.486 -0.101
H 6.382 -3.679 11.505 0.084
H 5.913 -5.103 10.638 0.084
H 5.447 -4.940 12.344 0.083
H 3.083 -4.793 12.386 0.118
H 3.437 -5.415 10.712 0.123
H 2.133 -3.583 9.805 0.120
H 1.941 -2.886 11.445 0.106
H 0.853 -5.513 10.416 0.105
H 0.878 -5.487 12.865 0.112
H -0.629 -5.518 12.007 0.116
H -0.963 -3.945 13.729 0.118
H -0.838 -3.115 12.129 0.106
H -0.026 -2.520 15.327 0.086
H -0.376 -1.337 14.120 0.077
H 1.328 -1.475 14.855 0.090
C -7.972 2.069 14.782 -0.076
O -7.379 3.366 14.785 -0.201
C -5.987 3.433 14.777 -0.243
C -5.582 4.874 15.083 -0.190
N -4.238 4.953 15.619 -0.085
C -3.753 6.305 15.777 -0.198
C -2.400 6.240 16.514 -0.217
O -2.587 5.485 17.682 -0.223
C -1.690 5.657 18.734 -0.120
H -9.052 2.131 14.846 0.089
H -7.413 1.597 15.596 0.066
H -7.749 1.491 13.876 0.087
H -5.692 3.268 13.728 0.123
H -5.456 2.715 15.416 0.116
H -6.254 5.146 15.913 0.125
H -5.691 5.485 14.192 0.126
H -4.039 4.377 16.421 0.107
H -4.435 6.860 16.440 0.116
H -3.654 6.893 14.865 0.121
H -2.047 7.233 16.822 0.119
H -1.627 5.845 15.845 0.115
H -0.672 5.464 18.367 0.094
H -1.851 4.976 19.570 0.082
H -1.769 6.684 19.115 0.091
C -3.588 1.248 21.016 -0.113
C -4.155 2.020 22.178 -0.302
O -5.564 1.745 22.334 -0.080
H -2.530 1.384 20.776 0.057
H -4.077 1.389 20.047 0.068
H -3.650 0.164 21.168 0.076
H -3.948 3.068 21.945 0.108
H -3.695 1.720 23.115 0.113
H -5.953 2.328 21.671 0.078
C -0.583 -3.015 19.504 -0.085
C 0.032 -4.117 20.327 -0.266
O 1.071 -3.541 21.170 -0.115
H -0.990 -3.424 18.571 0.054
H 0.113 -2.207 19.272 0.049
H -1.414 -2.503 19.993 0.073
H 0.555 -4.923 19.812 0.108
H -0.723 -4.446 21.041 0.111
H 1.604 -2.951 20.621 0.022
C -2.502 -6.833 17.241 -0.078
C -3.000 -5.627 16.462 -0.308
O -2.716 -4.398 17.141 -0.120
H -2.814 -7.709 16.678 0.075
H -2.783 -6.816 18.298 0.074
H -1.422 -6.833 17.424 0.072
H -4.093 -5.621 16.381 0.087
H -2.592 -5.617 15.447 0.109
H -2.851 -3.656 16.528 0.047
```

Output
Total charge   0
Largest force on an atom   0.0462 hartree/bohr
E_tot   -2949.291589 Eh
ΔE to the lowest compared entry with this formula, charge and spin   266.0 kJ/mol
HOMO energy   -8.55 eV



4.
Density functional theory data (wB97M-V/def2-TZVPD) for a 2-piece molecular cluster, C3H10BNO2 overall at a distorted geometry.

The geometry in XYZ format:
```
17
Properties=species:S:1:pos:R:3:lowdin_charge:R:1
B 0.560 0.569 0.262 -0.368
C 1.435 -1.644 -0.091 -0.112
C -0.575 2.611 0.756 -0.116
C -1.525 -1.247 -0.839 -0.233
N 1.600 -0.322 0.391 0.091
O 0.521 1.784 0.725 0.066
O -1.350 0.027 -0.238 -0.236
H 1.616 -2.442 0.544 0.067
H 0.540 -1.782 -0.656 0.027
H 2.270 -1.809 -0.811 0.100
H -1.556 2.260 1.045 0.076
H -0.693 2.987 -0.384 0.138
H -0.444 3.606 1.347 0.113
H -1.458 -2.006 -0.078 0.076
H -0.812 -1.326 -1.685 0.071
H -2.455 -1.042 -1.398 0.086
H 2.327 -0.223 1.108 0.153
```

Output
Total charge   0
Largest force on an atom   0.1102 hartree/bohr
E_tot   -350.347140 Eh
ΔE to the lowest compared entry with this formula, charge and spin   316.6 kJ/mol
HOMO energy   -8.98 eV